[1]
Entry from the OMol25 dataset: the molecule C5H6N2O2 at a distorted geometry (ωB97M-V with the def2-TZVPD basis set).

Properties
HOMO level ... -9.0 eV
Maximum force ... 3.07 eV Å⁻¹
Calculated total energy ... -12356.12084 eV
Energy above the lowest of the compared OMol25 structures with the same formula, charge and spin ... 34.6 kcal/mol
Structure (SMILES) ... [H]/N=C1/N[C@@H]2C=CO[C@@H]2O1

The geometry in ORCA input format:
```
! RIJCOSX wB97M-V def2-TZVPD def2/J DEFGRID3
* xyz 0 1
H 1.533 -1.102 -2.723
N 1.799 -1.362 -1.749
C 1.240 -0.481 -1.000
N 1.168 -0.478 0.333
C 0.279 0.575 0.781
C -0.868 -0.047 1.488
C -1.895 -0.200 0.673
O -1.666 0.359 -0.588
C -0.379 1.025 -0.539
O 0.465 0.522 -1.514
H 1.896 -0.967 0.904
H 0.882 1.304 1.337
H -0.913 -0.370 2.570
H -2.832 -0.830 0.748
H -0.710 2.053 -0.721
*
```

***

[2]
Entry from the OMol25 dataset: a structure of composition C30H50BrN3P2STi at a distorted geometry (ωB97M-V with the def2-TZVPD basis set).

Properties
HOMO level (spin up / spin down) ... -13.1 / -12.6 eV
Maximum force ... 4.70 eV Å⁻¹
Calculated total energy ... -158937.96372 eV
Energy above the lowest of the compared OMol25 structures with the same formula, charge and spin ... 229.7 kcal/mol

The geometry in ORCA input format:
```
! RIJCOSX wB97M-V def2-TZVPD def2/J DEFGRID3
* xyz 2 3
C -2.089 -0.451 -5.177
C -0.936 0.403 -5.022
C -0.641 1.127 -6.177
C -1.500 1.153 -7.316
N -2.630 0.411 -7.362
C -2.880 -0.381 -6.363
C -0.155 0.568 -3.786
C 0.592 -0.210 -2.902
C 0.744 -1.031 -1.720
C 0.560 -0.472 -0.418
C 0.646 -1.240 0.749
C 1.625 -2.275 0.759
C 2.049 -2.726 -0.526
C 1.531 -2.218 -1.706
Ti 0.947 1.544 -2.423
P -1.667 1.623 1.383
H 0.251 1.757 -6.246
H -2.369 -1.205 -4.438
H -1.279 1.778 -8.172
H -3.801 -0.996 -6.438
H 1.714 -2.663 -2.666
H 0.570 0.635 -0.351
H 2.824 -3.503 -0.514
H -0.023 -1.038 1.596
C -1.053 1.363 3.130
C -0.522 2.574 3.894
H -0.231 0.615 3.026
H -1.837 0.852 3.686
H -0.191 2.232 4.888
H 0.304 3.056 3.425
H -1.335 3.321 4.086
C -1.263 3.365 0.954
C -1.779 3.741 -0.470
H -0.187 3.503 1.020
H -1.715 4.047 1.701
H -1.550 4.787 -0.671
H -1.261 3.143 -1.268
H -2.853 3.576 -0.602
C -3.484 1.821 1.734
C -3.892 2.770 2.860
H -3.855 0.797 1.914
H -3.929 2.133 0.779
H -4.985 2.804 2.897
H -3.557 2.444 3.855
H -3.552 3.801 2.718
Br 2.583 -2.614 2.224
P 3.693 1.590 -0.656
C 2.343 1.890 0.512
C 2.862 2.949 1.489
H 2.103 0.954 1.047
H 1.464 2.342 0.031
H 2.028 3.523 1.921
H 3.480 2.560 2.298
H 3.464 3.680 0.891
C 4.478 0.155 0.192
C 5.982 0.072 -0.005
H 3.968 -0.763 -0.122
H 4.244 0.258 1.255
H 6.378 -0.807 0.484
H 6.267 0.010 -1.067
H 6.513 0.939 0.413
C 3.405 1.066 -2.372
C 3.397 2.236 -3.348
H 2.473 0.430 -2.401
H 4.181 0.324 -2.608
H 3.105 1.937 -4.361
H 2.750 3.058 -2.973
H 4.408 2.623 -3.371
C -0.917 -4.765 -0.014
N -1.231 -4.355 1.358
C -0.192 -4.688 2.345
C -1.976 -3.216 1.547
S -2.283 -2.087 0.330
N -2.462 -3.040 2.813
C -2.785 -4.256 3.559
C -3.351 -1.901 3.041
H -0.700 -5.834 -0.025
H -0.071 -4.199 -0.391
H -1.788 -4.554 -0.644
H -0.266 -4.046 3.216
H -0.343 -5.736 2.647
H 0.803 -4.570 1.909
H -2.084 -4.398 4.376
H -3.801 -4.124 3.968
H -2.764 -5.144 2.900
H -2.798 -0.975 2.867
H -4.210 -1.912 2.335
H -3.708 -1.945 4.070
*
```

***

[3]
Entry from the OMol25 dataset: the ion C6H11INO with charge +1 at a distorted geometry (ωB97M-V with the def2-TZVPD basis set).

Properties
HOMO level (spin up / spin down) ... -12.9 / -12.9 eV
Maximum force ... 3.17 eV Å⁻¹
Calculated total energy ... -18028.38257 eV
Energy above the lowest of the compared OMol25 structures with the same formula, charge and spin ... 46.1 kcal/mol

The geometry in ORCA input format:
```
! RIJCOSX wB97M-V def2-TZVPD def2/J DEFGRID3
* xyz 1 1
C -0.906 -1.184 0.168
C -0.014 1.232 0.805
C 1.164 0.786 1.484
C -0.170 -0.043 -0.242
C -1.365 -1.467 1.535
C 0.412 1.169 -2.241
N 0.494 0.021 -1.394
O -1.110 -2.279 -0.605
I 3.122 0.944 0.553
H -0.763 1.359 1.516
H 0.242 2.121 0.228
H 1.231 0.248 2.431
H -2.329 -2.082 1.544
H -1.383 -0.520 2.105
H -0.644 -2.094 2.210
H -0.467 1.831 -2.120
H 1.237 1.930 -1.901
H 0.474 0.742 -3.225
H 1.417 -0.357 -1.390
H -0.641 -2.357 -1.460
*
```